Entry 1:
{
  "formula": "C10H36N8O8",
  "method": "the ωB97M-V functional and the def2-TZVPD basis",
  "elements": ["N", "C", "N", "O", "H", "H", "H", "H", "N", "C", "N", "O", "H", "H", "H", "H", "N", "C", "N", "O", "H", "H", "H", "H", "N", "C", "N", "O", "H", "H", "H", "H", "C", "C", "O", "H", "H", "H", "H", "H", "H", "C", "C", "O", "H", "H", "H", "H", "H", "H", "C", "O", "H", "H", "H", "H", "C", "O", "H", "H", "H", "H"],
  "positions_angstrom": [[-1.657, 3.510, 2.585], [-1.754, 2.224, 2.501], [-0.965, 1.625, 3.334], [-2.560, 1.664, 1.550], [-2.382, 4.047, 2.006], [-1.119, 4.045, 3.288], [-0.914, 0.585, 3.215], [-0.647, 2.054, 4.183], [1.917, 1.431, 3.497], [2.824, 0.978, 2.666], [2.422, 1.103, 1.418], [3.989, 0.317, 3.146], [2.321, 1.645, 4.455], [0.887, 1.534, 3.303], [3.131, 0.890, 0.623], [1.641, 1.726, 1.115], [0.446, 3.121, 0.728], [0.239, 2.660, -0.483], [-0.963, 2.123, -0.630], [1.203, 2.596, -1.470], [1.323, 3.645, 0.878], [-0.365, 3.303, 1.365], [-1.158, 1.771, -1.602], [-1.634, 2.087, 0.188], [0.178, -0.202, 0.564], [-0.708, -1.100, 0.841], [-0.190, -1.933, 1.692], [-1.889, -1.290, 0.126], [-0.180, 0.501, -0.038], [1.016, 0.063, 1.137], [-0.746, -2.635, 2.064], [0.787, -1.917, 1.946], [-4.037, 0.993, -1.893], [-2.754, 0.525, -2.616], [-1.993, 1.588, -3.168], [-4.825, 1.303, -2.566], [-3.852, 1.890, -1.280], [-4.310, 0.231, -1.219], [-3.000, -0.211, -3.379], [-2.104, 0.045, -1.966], [-2.410, 1.887, -3.930], [1.415, -0.956, -3.918], [0.598, -0.662, -2.679], [1.371, -1.068, -1.584], [0.832, -0.776, -4.806], [1.667, -2.070, -3.841], [2.326, -0.366, -3.961], [-0.298, -1.298, -2.711], [0.425, 0.365, -2.631], [0.864, -0.844, -0.759], [0.027, -4.080, -1.517], [-1.252, -3.457, -1.585], [-0.088, -4.978, -2.105], [0.071, -4.417, -0.460], [0.869, -3.414, -1.845], [-1.204, -2.735, -0.955], [2.790, -3.616, 1.101], [2.569, -2.357, 1.749], [3.792, -4.047, 1.383], [2.613, -3.424, 0.001], [2.066, -4.388, 1.447], [3.327, -1.808, 1.516]],
  "forces_ev_per_a": [[-2.2, 6.0, -1.0], [-5.2, -3.0, -4.9], [1.2, -4.8, 1.0], [4.0, 2.3, 4.8], [1.6, -1.0, 1.4], [-0.6, -0.7, -0.7], [-0.2, 1.3, 0.6], [-0.2, -0.1, 0.2], [-1.3, 1.6, 4.5], [6.1, -4.0, 2.3], [2.4, -0.5, -4.8], [-6.0, 3.9, -3.1], [-1.2, -0.8, -1.6], [2.3, 0.0, -0.1], [-1.8, 0.3, 2.0], [1.2, -0.3, 0.8], [1.6, 2.0, 3.2], [3.5, -1.2, -6.8], [-0.9, -0.4, -1.3], [-4.3, 0.5, 5.2], [-1.0, -0.3, -0.2], [1.5, 0.1, -1.2], [-0.1, 0.8, 1.4], [0.4, -0.3, -1.5], [1.4, 3.5, -0.3], [-5.8, -2.4, -3.7], [-0.2, -1.6, 2.1], [5.6, 1.2, 3.7], [-0.1, 0.9, -0.6], [-1.2, -1.0, -0.7], [-1.1, -1.5, 0.5], [0.3, 0.0, -0.1], [1.4, 1.2, -0.4], [-1.9, 0.7, -0.8], [1.0, -0.7, 1.5], [-0.3, -0.4, -0.3], [0.3, -0.3, -0.1], [-0.8, -1.0, 0.7], [-0.1, -0.1, -0.2], [1.0, -1.0, 1.5], [-1.0, 1.0, -2.1], [0.2, -1.7, 0.5], [0.5, -1.9, -0.8], [0.3, -0.2, 1.4], [-0.2, 0.0, -0.4], [-0.1, 1.5, -0.5], [0.1, 0.0, 0.1], [-0.2, 0.5, -0.1], [-0.8, 1.8, 0.1], [1.0, -0.4, -1.2], [-0.8, 0.0, 0.8], [0.4, 0.1, -0.7], [0.5, -0.2, -0.4], [1.0, 0.1, -0.4], [-0.7, -0.7, 0.4], [-0.7, 0.6, 0.2], [-0.1, -0.4, -0.7], [0.3, -0.4, 0.2], [-0.8, 0.6, -0.7], [0.6, -0.7, 1.0], [0.2, 0.9, -0.1], [-0.1, 0.2, 0.3]],
  "mulliken_charge": [-0.5231, 0.1351, -0.4105, -0.6112, 0.3017, 0.2006, 0.1326, 0.2725, -0.1778, 0.1456, -0.1803, -0.7007, 0.2476, 0.3697, 0.1953, 0.0413, -0.4197, 0.6062, -0.0910, -0.7120, 0.2760, 0.3341, -0.1924, 0.2975, 1.9839, -0.2050, -0.0179, -0.7650, -0.5138, 0.0097, 0.2544, 0.1354, -1.2179, 0.3544, -0.6538, 0.4126, 0.2248, 0.3224, 0.5521, -0.3661, 0.3169, -1.6758, 0.2957, -0.6731, 0.4116, 0.2737, 0.3431, 0.0905, 0.4556, 0.3368, -0.2887, -0.6143, 0.3684, 0.1417, 0.0439, 0.2662, -0.5849, -0.5337, 0.3234, 0.1757, 0.2301, 0.2499],
  "e_lumo_ev": -0.700,
  "orbital_gap_ev": 8.18,
  "smiles": "NC(N)=O.NC(N)=O.NC(N)=O.NC(N)=O.CCO.CCO.CO.CO",
  "e_tot_ha": -1442.484068
}

---

Entry 2:
{
  "formula": "C20H33BrO8",
  "method": "the ωB97M-V functional and the def2-TZVPD basis",
  "elements": ["O", "C", "Br", "C", "C", "O", "C", "O", "O", "C", "C", "C", "C", "O", "H", "H", "H", "H", "H", "H", "H", "H", "H", "C", "C", "C", "O", "C", "H", "H", "H", "H", "H", "H", "H", "H", "C", "C", "C", "O", "C", "H", "H", "H", "H", "H", "H", "H", "H", "C", "C", "C", "O", "C", "H", "H", "H", "H", "H", "H", "H", "H"],
  "positions_angstrom": [[-4.309, 0.611, -3.062], [-4.347, 1.864, -3.554], [-4.217, 1.981, -5.586], [-4.491, 3.226, -2.641], [-3.770, 3.127, -1.166], [-2.753, 2.095, -0.913], [-1.455, 2.694, -1.262], [-0.291, 2.041, -1.531], [-1.660, 4.169, -1.261], [-2.945, 4.420, -0.586], [-3.639, 5.903, -0.653], [-2.667, 6.997, 0.366], [-0.998, 7.099, -0.103], [-2.120, 8.276, -0.347], [-4.062, 4.112, -3.308], [-5.660, 3.414, -2.510], [-4.630, 2.990, -0.385], [-2.794, 4.156, 0.560], [-4.702, 5.896, -0.109], [-3.666, 6.394, -1.715], [-2.929, 7.032, 1.592], [-0.394, 7.866, 0.563], [-0.737, 7.002, -1.245], [0.974, -0.518, 0.587], [2.093, -1.201, -0.157], [2.427, -2.355, 0.762], [1.213, -2.715, 1.436], [0.238, -1.691, 1.197], [0.337, 0.101, -0.050], [1.388, 0.117, 1.379], [1.722, -1.582, -1.116], [2.949, -0.551, -0.356], [3.156, -2.058, 1.523], [2.819, -3.221, 0.222], [-0.507, -2.095, 0.503], [-0.262, -1.431, 2.134], [-0.819, -3.394, -2.926], [0.306, -4.395, -2.990], [0.195, -4.906, -4.410], [-0.327, -3.829, -5.201], [-0.794, -2.800, -4.318], [-0.697, -2.644, -2.141], [-1.770, -3.914, -2.759], [1.265, -3.883, -2.852], [0.231, -5.189, -2.243], [-0.510, -5.742, -4.477], [1.158, -5.228, -4.816], [-0.090, -1.963, -4.379], [-1.778, -2.453, -4.644], [3.594, -3.180, 5.974], [3.626, -2.981, 4.481], [4.405, -1.690, 4.350], [5.316, -1.640, 5.457], [4.955, -2.667, 6.391], [3.419, -4.216, 6.276], [2.808, -2.556, 6.415], [4.180, -3.801, 4.009], [2.635, -2.929, 4.023], [3.746, -0.819, 4.421], [4.963, -1.631, 3.411], [5.713, -3.456, 6.330], [4.957, -2.259, 7.406]],
  "forces_ev_per_a": [[-0.3, 8.9, -3.1], [0.2, -6.9, 3.2], [-0.2, 0.3, 2.1], [0.3, 0.0, -1.3], [-1.3, 1.2, 2.0], [2.4, 2.1, -2.1], [3.6, -1.7, -0.9], [-8.7, 4.9, 2.1], [0.3, -2.9, 0.4], [-1.3, -1.1, 0.6], [1.6, 1.2, 1.3], [3.1, 0.7, -2.1], [-3.8, 4.7, -0.6], [-1.6, -4.5, 2.3], [-0.8, -1.9, 1.5], [2.6, -0.5, -0.2], [1.7, -0.3, -1.5], [-0.3, 0.6, -2.3], [2.3, -0.3, -1.5], [0.0, -1.1, 2.1], [0.8, 0.1, -3.7], [-0.5, -2.8, -1.1], [-0.1, -0.8, 2.7], [-0.2, 0.6, 0.3], [0.2, -0.1, -0.6], [0.2, -0.3, 0.3], [0.1, 0.2, -0.1], [-0.3, -0.3, 0.0], [0.1, -0.1, 0.1], [-0.1, 0.0, -0.1], [0.1, 0.0, 0.1], [-0.1, -0.1, 0.0], [0.1, 0.0, -0.1], [-0.1, 0.0, 0.1], [-0.1, 0.1, 0.0], [0.1, -0.1, 0.0], [-0.6, 0.1, 0.3], [0.6, -0.1, 0.3], [-0.1, -0.2, -0.4], [0.0, -0.1, 0.4], [0.1, 0.3, -0.3], [0.0, 0.0, -0.1], [0.1, 0.1, 0.0], [-0.1, -0.1, 0.0], [0.0, 0.1, -0.1], [0.1, -0.1, 0.0], [-0.1, 0.1, -0.1], [-0.1, 0.1, 0.1], [0.1, -0.1, -0.1], [-0.4, 0.0, 0.5], [-0.1, -0.3, -0.6], [0.1, 0.4, 0.0], [-0.3, -0.2, 0.0], [0.4, 0.0, 0.1], [0.0, 0.1, 0.0], [0.1, -0.1, 0.0], [-0.1, 0.1, 0.0], [0.1, 0.0, 0.0], [-0.1, 0.0, -0.1], [0.0, 0.1, 0.1], [0.0, 0.0, 0.1], [0.1, 0.1, -0.1]],
  "mulliken_charge": [-0.4677, 0.3640, -0.1464, -0.6508, 0.2262, -0.2500, 0.4788, -0.5452, -0.3216, -0.0483, -0.5954, 0.0209, -0.4683, -0.4307, 0.3634, 0.3263, 0.3855, 0.2514, 0.3032, 0.3154, 0.2795, 0.3692, 0.2257, -0.1442, -0.3959, 0.0078, -0.4464, -0.3813, 0.0115, 0.3300, 0.0082, 0.3863, -0.1745, 0.3276, 0.2137, 0.2855, -0.2326, -0.4156, -0.4716, -0.4149, -0.4295, 0.0380, 0.3063, 0.1772, 0.3811, 0.2580, 0.2828, 0.2558, 0.2590, -0.5831, -0.3022, -0.3548, -0.4287, -0.4788, 0.3472, 0.2738, 0.2328, 0.2347, 0.2209, 0.2764, 0.2694, 0.2851],
  "e_lumo_ev": -0.536,
  "orbital_gap_ev": 8.71,
  "smiles": "O=C(Br)C[C@H]1OC(=O)O[C@H]1C[C@H]1CO1.C1CCOC1.C1CCOC1.C1CCOC1",
  "e_tot_ha": -3957.419191
}

---

Entry 3:
{
  "formula": "C13H15ClN2O4PtS2",
  "method": "the ωB97M-V functional and the def2-TZVPD basis",
  "elements": ["C", "C", "O", "O", "C", "C", "C", "C", "C", "N", "S", "N", "C", "C", "C", "C", "C", "C", "S", "O", "O", "Cl", "H", "H", "H", "H", "H", "H", "H", "H", "H", "H", "H", "H", "H", "H", "H", "Pt"],
  "positions_angstrom": [[-2.741, -1.677, 1.934], [-1.635, -0.596, 2.380], [-1.914, 0.639, 2.147], [-0.430, -1.040, 3.037], [0.515, -1.215, 1.908], [1.148, 0.232, 1.650], [2.005, 0.838, 2.811], [2.664, 2.237, 2.754], [2.419, 3.080, 1.435], [2.901, 4.419, 1.175], [2.283, 4.749, -0.403], [1.439, 3.340, -0.891], [1.577, 2.459, 0.244], [0.919, 1.022, 0.302], [0.078, 0.437, -0.943], [0.854, -0.886, -1.435], [0.712, -1.148, -3.037], [-0.693, -1.798, -3.437], [-2.146, -0.660, -3.311], [-2.879, -0.796, -1.980], [-3.131, -1.128, -4.368], [-1.691, 1.319, -3.789], [-2.417, -2.235, 0.989], [-3.734, -1.125, 1.772], [-2.892, -2.378, 2.835], [1.300, -2.008, 2.167], [-0.144, -1.568, 1.028], [2.144, 0.207, 3.755], [3.276, 2.635, 3.633], [0.144, 1.261, -1.748], [-1.005, 0.263, -0.618], [0.518, -1.855, -0.937], [1.965, -0.749, -1.155], [1.004, -0.234, -3.659], [1.516, -1.946, -3.272], [-0.610, -2.102, -4.547], [-0.891, -2.778, -2.869], [-2.427, 0.782, 4.444]],
  "forces_ev_per_a": [[0.4, 0.3, 0.9], [-2.4, 1.1, 0.2], [1.7, -3.3, 2.1], [-1.5, 0.9, -2.1], [0.0, 0.9, -0.9], [1.8, 1.7, 1.3], [-0.4, 1.6, -2.4], [-2.2, -2.0, -2.1], [-0.1, 0.5, -0.9], [-3.1, -5.0, -1.5], [-0.4, -2.1, 0.9], [2.1, -0.4, 5.0], [0.1, 0.2, 0.2], [0.5, 1.5, 0.8], [1.6, 1.1, 1.2], [0.5, -0.2, -0.7], [0.6, -0.6, 0.8], [2.2, 0.0, -0.9], [-7.6, -3.6, -0.5], [3.7, 1.3, -2.3], [3.9, 1.7, 2.2], [0.3, -1.0, 0.5], [-0.5, 0.7, 1.4], [1.7, -0.7, 0.0], [0.5, 0.8, -1.6], [-1.2, 1.3, -0.2], [1.6, 0.5, 1.1], [-0.2, 1.0, -1.6], [-0.9, -0.6, -1.5], [-0.3, -1.4, 1.3], [1.3, 0.2, -0.5], [0.2, 1.4, -0.4], [-1.6, -0.3, -0.7], [-0.7, -1.2, 0.9], [-1.3, 1.2, 0.3], [-0.5, 0.8, 1.6], [-0.2, 1.8, -0.5], [0.5, -0.1, -1.4]],
  "mulliken_charge": [-0.7278, 0.4878, -0.6182, -0.2621, -0.3460, 0.5737, -0.5873, -0.4947, 0.4168, -0.4601, 0.3426, -0.3863, 0.2397, 0.3949, -0.2169, -0.5836, -0.8273, -0.6030, 1.0287, -0.5185, -0.5323, -0.1451, 0.2619, 0.3245, 0.3789, 0.4410, -0.0771, 0.4434, 0.4109, 0.5267, 0.1690, 0.2538, 0.5066, 0.3369, 0.3445, 0.3797, 0.3831, 0.7414],
  "e_lumo_ev": -12.000,
  "orbital_gap_ev": 2.87,
  "charge": 2,
  "e_tot_ha": -2289.575869
}